[1]
DFT (ωB97M-V/def2-TZVPD) results for a cluster of 4 separate species, C18H38NO12P in total in a non-equilibrium geometry.

- Gap between HOMO and LUMO: 0.359 Ha

Bonds (Å) are listed after each position.
Atoms and positions in Å:
1 C 4.31 1.84 1.35  C2 1.626, H15 1.155, H16 1.152, H17 1.148
2 C 4.40 0.22 1.37  C1 1.626, C3 1.639, H18 1.159, H19 1.142
3 C 3.28 -0.34 0.32  C2 1.639, C4 1.606, H20 1.144, H21 1.158
4 C 2.36 -1.45 1.02  C3 1.606, N5 1.502, H22 1.162, H23 1.161
5 N 1.02 -1.67 0.38  C4 1.502, P6 1.761, H24 1.046
6 P 0.03 -0.21 0.36  N5 1.761, C7 1.890, C12 1.921, H25 1.451
7 C -1.80 -0.69 0.27  P6 1.890, O8 1.440, H26 1.144, H27 1.162
8 O -2.62 0.21 -0.48  C7 1.440, C9 1.453
9 C -2.78 1.50 0.18  O8 1.453, C10 1.603, H28 1.161, H29 1.146
10 C -4.09 1.63 1.09  C9 1.603, C11 1.635, H30 1.162, H31 1.153
11 C -3.97 0.79 2.49  C10 1.635, H32 1.159, H33 1.158, H34 1.146
12 C 0.28 0.62 2.07  P6 1.921, O13 1.273, O14 1.390
13 O 0.52 1.87 2.04  C12 1.273
14 O 0.21 -0.17 3.21  C12 1.390
15 H 3.21 2.20 1.36  C1 1.155
16 H 4.84 2.32 2.25  C1 1.152
17 H 4.82 2.20 0.38  C1 1.148
18 H 4.19 -0.19 2.43  C2 1.159
19 H 5.42 -0.10 0.95  C2 1.142
20 H 2.72 0.58 -0.07  C3 1.144
21 H 3.77 -0.83 -0.61  C3 1.158
22 H 2.93 -2.46 0.92  C4 1.162
23 H 2.29 -1.28 2.17  C4 1.161
24 H 0.52 -2.31 1.03  N5 1.046
25 H 0.38 0.69 -0.72  P6 1.451
26 H -2.15 -0.90 1.34  C7 1.144
27 H -1.85 -1.72 -0.28  C7 1.162
28 H -2.88 2.29 -0.66  C9 1.161
29 H -1.88 1.83 0.81  C9 1.146
30 H -4.14 2.75 1.43  C10 1.162
31 H -5.08 1.43 0.54  C10 1.153
32 H -4.23 -0.32 2.28  C11 1.159
33 H -2.85 0.89 2.79  C11 1.158
34 H -4.68 1.18 3.30  C11 1.146
35 C -4.86 3.29 8.46  O36 1.426, H41 1.091, H42 1.092, H43 1.092
36 O -4.48 3.21 7.09  C35 1.426, C37 1.346
37 C -3.20 2.85 6.89  O36 1.346, O38 1.207, O39 1.344
38 O -2.39 2.59 7.74  C37 1.207
39 O -2.98 2.82 5.56  C37 1.344, C40 1.429
40 C -1.65 2.44 5.19  O39 1.429, H44 1.092, H45 1.092, H46 1.091
41 H -5.90 3.59 8.51  C35 1.091
42 H -4.76 2.31 8.94  C35 1.092
43 H -4.26 4.04 8.99  C35 1.092
44 H -1.43 1.43 5.54  C40 1.092
45 H -0.93 3.15 5.59  C40 1.092
46 H -1.59 2.45 4.10  C40 1.091
47 C 2.52 -2.54 -3.18  O48 1.427, H53 1.091, H54 1.093, H55 1.092
48 O 3.92 -2.73 -3.36  C47 1.427, C49 1.344
49 C 4.29 -2.94 -4.64  O48 1.344, O50 1.208, O51 1.345
50 O 3.55 -2.99 -5.59  C49 1.208
51 O 5.63 -3.10 -4.66  C49 1.345, C52 1.426
52 C 6.16 -3.34 -5.96  O51 1.426, H56 1.092, H57 1.092, H58 1.091
53 H 2.33 -2.38 -2.12  C47 1.091
54 H 2.17 -1.67 -3.73  C47 1.093
55 H 1.97 -3.44 -3.49  C47 1.092
56 H 5.96 -2.49 -6.62  C52 1.092
57 H 5.76 -4.26 -6.38  C52 1.092
58 H 7.24 -3.45 -5.86  C52 1.091
59 C -3.30 -0.48 -3.80  O60 1.426, H65 1.091, H66 1.093, H67 1.092
60 O -2.91 -0.57 -5.17  C59 1.426, C61 1.345
61 C -1.63 -0.93 -5.36  O60 1.345, O62 1.209, O63 1.343
62 O -0.83 -1.18 -4.49  C61 1.209
63 O -1.40 -0.97 -6.68  C61 1.343, C64 1.428
64 C -0.07 -1.35 -7.03  O63 1.428, H68 1.092, H69 1.092, H70 1.091
65 H -4.34 -0.18 -3.76  C59 1.091
66 H -3.20 -1.45 -3.31  C59 1.093
67 H -2.70 0.27 -3.28  C59 1.092
68 H 0.15 -2.36 -6.67  C64 1.092
69 H 0.65 -0.63 -6.63  C64 1.092
70 H 0.01 -1.35 -8.12  C64 1.091

[2]
DFT (ωB97M-V/def2-TZVPD) results for a cluster of 2 separate species, C3H7NO2 in total.

- Gap between HOMO and LUMO: 0.413 Ha
- Structure (SMILES): N=C=O.CCO
- Energy relative to the best compared isomer or geometry (same formula, charge and spin): 96.31 kJ/mol

Bonds (Å) are listed after each position.
Atoms and positions in Å:
1 N -0.92 -1.49 -1.43  C2 1.209, H7 1.024
2 C -0.65 -0.78 -2.37  N1 1.209, O3 1.175
3 O -0.47 -0.16 -3.35  C2 1.175
4 C -0.44 1.15 0.84  C5 1.515, H8 1.095, H9 1.094, H10 1.094
5 C 0.81 0.30 0.80  C4 1.515, O6 1.430, H11 1.101, H12 1.098
6 O 0.43 -1.06 1.03  C5 1.430, H13 0.966
7 H -0.52 -1.47 -0.49  N1 1.024
8 H -1.16 0.81 0.08  C4 1.095
9 H -0.92 1.08 1.82  C4 1.094
10 H -0.20 2.20 0.63  C4 1.094
11 H 1.31 0.40 -0.18  C5 1.101
12 H 1.52 0.62 1.57  C5 1.098
13 H 1.23 -1.60 1.05  O6 0.966

[3]
DFT (ωB97M-V/def2-TZVPD) results for an isolated molecule of C6H10O.

- Gap between HOMO and LUMO: 0.407 Ha
- Structure (SMILES): C[C@H]1C[C@]2(CO2)C1
- Energy relative to the best compared isomer or geometry (same formula, charge and spin): 132.16 kJ/mol

Bonds (Å) are listed after each position.
Atoms and positions in Å:
1 C -2.29 -0.20 0.16  C2 1.519, H8 1.097, H9 1.096, H10 1.097
2 C -0.89 0.13 -0.34  C1 1.519, C3 1.556, C7 1.550, H11 1.097
3 C 0.06 1.01 0.53  C2 1.556, C4 1.525, H12 1.095, H13 1.097
4 C 1.16 0.02 0.16  C3 1.525, C5 1.458, O6 1.405, C7 1.518
5 C 2.47 0.26 -0.44  C4 1.458, O6 1.428, H14 1.092, H15 1.090
6 O 2.34 -0.24 0.89  C4 1.405, C5 1.428
7 C 0.14 -1.02 -0.26  C2 1.550, C4 1.518, H16 1.097, H17 1.094
8 H -2.26 -0.52 1.21  C1 1.097
9 H -2.98 0.65 0.08  C1 1.096
10 H -2.70 -1.03 -0.42  C1 1.097
11 H -0.93 0.54 -1.36  C2 1.097
12 H 0.20 2.06 0.25  C3 1.095
13 H -0.18 0.94 1.60  C3 1.097
14 H 2.85 -0.46 -1.17  C5 1.092
15 H 2.86 1.27 -0.53  C5 1.090
16 H -0.10 -1.70 0.56  C7 1.097
17 H 0.33 -1.61 -1.17  C7 1.094

Which formula does entry 1 have? C18H38NO12P

Look up the gap between HOMO and LUMO of the third one. 0.407 Ha